[1]
19
Properties=species:S:1:pos:R:3 method="wB97M-V/def2-TZVPD" relative_energy_kcal_mol=31.05 homo_lumo_gap_ev=7.50 charge=+1 multiplicity=1
Cu 0.264 0.051 0.270
O 0.452 -1.158 -1.396
H -0.129 -1.924 -1.539
H 0.256 -0.688 -2.200
O -2.481 -0.038 -0.462
H -2.967 -0.424 -1.175
H -2.576 -0.709 0.240
O 2.127 0.570 0.678
H 2.302 0.055 1.465
H 2.705 0.142 0.043
O 0.294 -1.750 1.309
H -0.637 -1.724 1.558
H 0.344 -2.603 0.893
O 0.437 1.922 -1.178
H -0.336 2.269 -1.563
H 1.057 1.873 -1.882
O -0.570 1.137 1.440
H -0.448 1.035 2.370
H -0.095 1.964 1.129

---

[2]
71
Properties=species:S:1:pos:R:3 method="wB97M-V/def2-TZVPD" relative_energy_kcal_mol=25.18 homo_lumo_gap_ev="8.78 / 5.28" charge=+2 multiplicity=5 s_squared=6.01
Pt -0.132 -0.256 0.350
C 2.101 2.136 -0.393
N 0.838 2.053 0.341
C 0.889 2.534 1.734
C 0.461 1.480 2.708
N 0.188 0.240 2.389
C -0.157 -0.431 3.570
C -0.505 -1.759 3.795
C -0.754 -2.128 5.101
C -0.651 -1.205 6.157
C -0.293 0.109 5.939
C -0.051 0.471 4.619
N 0.347 1.676 4.032
C 2.900 0.909 -0.099
N 2.360 -0.172 0.387
C 3.397 -1.111 0.494
C 3.390 -2.425 0.960
C 4.587 -3.107 0.944
C 5.772 -2.506 0.482
C 5.793 -1.205 0.028
C 4.578 -0.528 0.048
N 4.226 0.773 -0.321
H 1.881 2.198 -1.459
H 2.663 3.034 -0.128
H 0.108 2.531 -0.164
H 1.907 2.837 1.978
H 0.259 3.413 1.859
H -0.556 -2.468 2.977
H -1.020 -3.154 5.325
H -0.847 -1.536 7.169
H -0.204 0.814 6.756
H 0.513 2.543 4.517
H 2.479 -2.890 1.312
H 4.619 -4.131 1.297
H 6.691 -3.078 0.486
H 6.708 -0.739 -0.320
H 4.847 1.479 -0.680
C -2.446 2.573 -1.454
C -2.879 1.502 -0.421
C -3.983 2.039 0.491
O -1.746 1.260 0.344
H -3.321 2.784 -2.068
H -1.649 2.200 -2.098
H -2.134 3.492 -0.956
H -3.200 0.609 -0.953
H -3.703 3.000 0.926
H -4.190 1.329 1.292
H -4.883 2.165 -0.113
C 1.349 -4.414 -1.700
C 0.585 -4.458 -0.538
C 0.122 -3.282 0.037
C 0.437 -2.062 -0.554
C 1.217 -2.011 -1.704
C 1.653 -3.194 -2.286
H 1.710 -5.332 -2.147
H 0.344 -5.410 -0.081
H -0.495 -3.333 0.921
H 1.497 -1.065 -2.153
H 2.251 -3.155 -3.189
C -5.304 -2.974 1.537
N -4.159 -2.397 0.822
C -3.973 -2.395 -0.542
C -2.765 -1.810 -0.760
N -2.210 -1.460 0.456
C -3.082 -1.820 1.380
H -5.335 -4.050 1.388
H -6.226 -2.530 1.175
H -5.201 -2.764 2.597
H -4.698 -2.814 -1.223
H -2.247 -1.667 -1.694
H -2.963 -1.692 2.447

---

[3]
13
Properties=species:S:1:pos:R:3 method="wB97M-V/def2-TZVPD" relative_energy_kcal_mol=86.58 homo_lumo_gap_ev=10.57 charge=0 multiplicity=1
C -1.429 1.685 -1.129
N -1.255 1.272 0.031
N 0.067 0.743 0.292
C -0.052 -0.364 1.222
C 0.802 -1.166 0.256
O 1.339 -2.198 0.338
C 0.648 -0.090 -0.768
H -0.742 1.812 -1.939
H -2.267 2.208 -1.256
H 0.353 -0.171 2.252
H -1.126 -0.725 1.297
H 0.041 -0.460 -1.662
H 1.536 0.420 -1.146

---

[4]
16
Properties=species:S:1:pos:R:3 method="wB97M-V/def2-TZVPD" relative_energy_kcal_mol=51.69 homo_lumo_gap_ev=8.24 charge=0 multiplicity=1
N 0.086 -1.027 1.670
C -0.330 0.012 1.148
C -0.829 0.968 0.403
N -2.226 1.086 0.179
N -0.053 1.993 -0.174
H 0.304 -0.981 2.669
H -2.760 0.466 0.773
H -2.532 2.044 0.307
H -0.498 2.327 -1.021
H 0.887 1.678 -0.396
N 1.543 -2.015 -0.618
C 1.171 -0.924 -1.307
O 1.808 0.100 -1.376
H 0.872 -2.731 -0.401
H 2.326 -1.920 0.011
H 0.231 -1.075 -1.867

---

[5]
13
Properties=species:S:1:pos:R:3 method="wB97M-V/def2-TZVPD" relative_energy_kcal_mol=27.42 homo_lumo_gap_ev="6.40 / 6.40" charge=0 multiplicity=1
C 1.605 0.072 -1.796
C -1.146 1.697 2.227
O 0.238 0.108 -1.364
P -0.295 -0.629 0.019
S -2.375 -0.534 -0.197
S 0.028 -2.664 -0.433
Cl -2.581 1.316 1.607
H 2.249 0.708 -1.232
H 1.676 0.363 -2.785
H 1.875 -0.885 -1.807
H -0.400 2.119 1.606
H -0.824 1.306 3.260
H -0.051 -2.978 0.897

---

[6]
12
Properties=species:S:1:pos:R:3 method="wB97M-V/def2-TZVPD" relative_energy_kcal_mol=59.94 homo_lumo_gap_ev="4.47 / 7.16" charge=-1 multiplicity=3 s_squared=2.01
C -1.556 0.256 0.173
C -0.513 0.468 0.758
C -2.640 0.047 -0.751
O 3.666 1.247 -0.541
O 2.381 0.756 1.573
S 2.550 -1.749 -0.354
S 2.489 0.669 0.069
H 1.770 -2.242 0.711
H 0.346 0.484 1.355
H -2.132 -0.441 -1.683
H -3.340 -0.467 -0.146
H -3.021 0.972 -1.163